Entry 1:
Computed, not measured: a structure of composition C23H38KNO9S2 in a non-equilibrium geometry, with ωB97M-V/def2-TZVPD.

```
74
Properties=species:S:1:pos:R:3:forces:R:3:lowdin_charge:R:1
K -0.777 -0.714 -0.476 -0.66 0.67 -0.06 0.726
C 2.037 1.183 -0.898 -1.20 1.11 0.80 -0.051
C 2.485 0.612 -2.229 1.30 1.12 0.43 -0.501
C 3.767 -0.194 -1.902 0.36 -0.71 -0.43 -0.125
C 4.371 -1.048 -3.055 -1.08 1.31 0.72 -0.170
C 3.273 -1.996 -3.524 0.87 -0.10 0.62 -0.152
C 1.892 -1.346 -3.893 0.84 -1.06 0.84 -0.449
N 1.512 -0.224 -2.933 -4.83 1.05 -0.34 -0.010
O 0.139 0.337 -3.040 5.95 -2.63 0.30 -0.055
C 0.879 -2.531 -3.792 -0.63 1.62 -0.17 -0.013
C 2.078 -0.783 -5.260 -0.34 0.95 -2.00 -0.051
C 2.872 1.837 -3.073 -0.46 0.00 -2.03 -0.026
H 1.216 1.897 -0.960 -0.48 -0.29 -0.53 0.104
H 2.784 1.873 -0.505 0.60 -0.38 -0.07 0.096
H 1.750 0.536 -0.069 0.21 -0.56 -0.28 0.038
H 3.468 -0.840 -1.077 0.24 -0.35 0.11 0.107
H 4.520 0.497 -1.521 -0.13 0.17 0.06 0.119
H 5.308 -1.538 -2.788 -0.27 -0.39 0.44 0.108
H 4.709 -0.378 -3.845 -0.32 0.16 -0.30 0.097
H 3.129 -2.784 -2.785 -0.16 0.19 0.43 0.114
H 3.763 -2.541 -4.331 -0.87 -0.04 -0.75 0.118
H -0.076 -2.256 -4.240 0.03 0.08 -0.25 0.085
H 0.616 -2.689 -2.746 0.42 -0.41 0.05 0.080
H 1.251 -3.420 -4.301 0.15 0.07 0.24 0.088
H 3.051 -0.331 -5.453 0.11 0.37 0.65 0.074
H 1.320 -0.041 -5.509 -0.08 0.06 0.14 0.094
H 2.067 -1.479 -6.099 -0.43 -0.74 0.37 0.090
H 3.268 1.463 -4.018 0.58 0.01 -0.04 0.064
H 3.548 2.601 -2.688 0.19 -0.56 0.58 0.091
H 2.028 2.406 -3.463 -0.56 -0.15 0.58 0.094
C -4.706 0.886 -0.040 1.86 2.09 -1.10 -0.046
C -5.771 1.234 0.751 -0.92 -2.43 1.51 -0.433
C -5.947 2.632 1.259 -5.45 1.37 0.99 -0.418
O -7.079 3.091 1.744 1.68 -2.31 -0.60 -0.130
C -5.002 3.554 1.107 5.61 1.15 -1.57 -0.048
C -3.728 3.255 0.399 -2.59 -1.49 0.61 -0.367
C -3.672 1.821 -0.317 -1.65 -1.00 0.83 -0.392
O -2.718 1.455 -1.006 2.06 0.35 -0.70 -0.104
O -2.728 3.940 0.328 1.27 1.20 0.15 -0.026
O -6.489 0.296 1.168 -1.07 0.41 0.33 -0.065
H -4.609 -0.097 -0.478 -0.13 -0.19 0.09 0.088
H -5.158 4.526 1.551 0.10 0.17 -0.10 0.089
C 3.537 -0.888 2.353 -0.35 -0.87 -0.62 -0.234
S 1.682 -1.064 2.326 0.04 -1.07 -0.78 0.879
O 1.264 -1.989 1.123 1.13 1.59 2.56 -0.614
C 1.629 -2.098 3.862 -0.27 -1.14 -0.45 -0.252
H 3.838 -0.243 1.527 -0.19 0.26 0.24 0.034
H 3.977 -1.863 2.144 -0.20 -0.23 -0.05 0.054
H 3.934 -0.583 3.321 -0.43 0.40 -0.07 0.051
H 0.631 -2.205 4.286 -0.18 0.57 -0.30 0.046
H 2.315 -1.897 4.685 0.14 0.66 -0.38 0.050
H 1.858 -3.104 3.511 0.22 -0.09 -0.18 0.047
C -4.325 -3.417 1.100 0.64 0.85 0.45 -0.231
S -2.774 -4.171 0.424 0.07 1.05 -0.95 0.869
O -2.085 -3.139 -0.482 -0.77 -1.00 1.48 -0.653
C -1.866 -4.339 2.026 -0.84 -0.03 -0.20 -0.236
H -4.065 -2.394 1.373 0.13 0.25 -0.19 0.058
H -4.639 -3.858 2.046 0.12 -0.56 -0.21 0.047
H -5.177 -3.331 0.425 0.41 -0.41 -0.34 0.061
H -1.832 -5.421 2.147 0.24 0.06 0.23 0.034
H -2.493 -3.910 2.808 0.24 0.06 0.06 0.039
H -0.867 -3.902 2.032 -0.15 0.05 -0.41 0.039
O -0.561 1.377 1.644 0.00 1.24 0.76 0.032
C -0.638 2.336 2.401 1.07 -2.63 -0.98 -0.458
O 0.318 3.286 2.409 1.08 -0.53 -0.93 0.030
C 0.039 4.296 3.355 -1.24 -0.08 -0.43 -0.161
C -0.927 3.606 4.273 -0.77 0.90 2.11 -0.178
C -1.618 2.526 3.520 0.57 0.23 -1.90 -0.056
H -0.478 5.063 2.779 0.21 0.47 0.27 0.135
H 0.905 4.675 3.897 0.22 -0.17 -0.49 0.125
H -1.624 4.358 4.643 0.00 -0.17 0.48 0.123
H -0.397 3.124 5.095 0.09 0.32 0.29 0.114
H -2.450 2.884 2.914 -0.92 -0.15 0.54 0.135
H -1.753 1.579 4.041 -0.42 0.28 -0.18 0.137
```
Positions in Å, forces in eV/Å.

Values from the calculation:
Charge: -1
Spin multiplicity: 2
E_HOMO (alpha / beta) in eV: -2.16 / -2.16
Orbital gap (alpha / beta) in hartree: 0.127 / 0.121

---

Entry 2:
Computed, not measured: a cluster of 8 separate species, C23H38N10O11 in total in a non-equilibrium geometry, with ωB97M-V/def2-TZVPD.

```
82
Properties=species:S:1:pos:R:3:forces:R:3:lowdin_charge:R:1
O 1.342 -29.890 25.322 -0.69 -3.45 -0.14 0.068
C 1.220 -28.619 25.029 -0.52 2.34 -0.60 -0.392
C 1.920 -27.778 25.842 1.26 2.68 0.23 -0.035
C 1.999 -26.421 25.545 -1.02 -0.25 -0.87 -0.025
C 1.290 -25.947 24.436 0.22 2.35 1.03 -0.277
O 1.333 -24.524 24.182 -0.60 -1.87 -0.42 -0.012
C 0.459 -26.752 23.675 0.87 -1.05 -0.37 -0.007
C 0.459 -28.139 23.940 1.07 -0.02 1.21 0.026
H 1.358 -30.000 26.275 0.15 -0.14 -0.02 0.115
H 2.579 -28.090 26.639 -0.23 -0.62 0.16 0.119
H 2.557 -25.713 26.140 0.18 -0.12 0.14 0.109
H 1.994 -24.098 24.733 0.13 -0.31 0.10 0.075
H 0.019 -26.336 22.781 -0.35 -0.02 0.10 0.117
H 0.014 -28.958 23.395 -0.52 0.52 -0.52 0.118
O 0.846 -19.009 32.277 -0.67 -1.15 -1.26 0.022
C 0.414 -19.837 31.217 -0.17 -1.29 1.64 -0.294
C -0.199 -21.083 31.500 0.40 1.50 0.44 -0.010
C -0.600 -21.960 30.497 0.29 -0.13 1.93 -0.033
C -0.422 -21.623 29.207 0.61 2.51 -2.04 -0.336
O -0.691 -22.515 28.213 -0.39 -0.48 -0.26 0.036
C 0.012 -20.285 28.892 0.33 -1.57 0.79 0.010
C 0.570 -19.508 29.896 -0.85 0.79 -0.81 -0.046
H 1.029 -18.157 31.875 0.19 0.33 0.17 0.086
H -0.376 -21.330 32.537 0.07 -0.11 0.10 0.108
H -0.984 -22.920 30.809 -0.07 -0.13 -0.28 0.123
H 0.025 -22.491 27.574 -0.07 0.11 -0.14 0.102
H -0.019 -19.840 27.908 0.07 -0.51 -0.31 0.113
H 0.949 -18.539 29.606 0.18 0.20 0.08 0.111
O -1.721 -16.035 26.469 1.02 -0.34 1.10 0.053
C -1.991 -15.925 25.161 -2.08 1.32 0.03 -0.350
C -3.266 -15.412 24.826 0.42 -0.47 -0.34 -0.016
C -3.683 -15.356 23.517 0.98 0.87 0.66 -0.041
C -2.809 -15.723 22.503 -0.45 -1.40 1.39 -0.307
O -3.380 -15.772 21.265 1.32 -0.26 -1.21 0.036
C -1.571 -16.301 22.897 0.29 1.35 -1.93 -0.008
C -1.078 -16.249 24.190 -1.36 -0.83 0.72 -0.025
H -2.535 -15.910 26.963 -0.04 0.02 0.23 0.101
H -3.983 -15.099 25.571 0.18 -0.03 0.42 0.115
H -4.620 -14.869 23.293 -0.29 -0.23 -0.13 0.115
H -4.184 -15.247 21.251 0.03 0.01 0.17 0.095
H -0.830 -16.614 22.177 -0.35 -0.18 -0.56 0.109
H -0.165 -16.712 24.534 0.30 0.13 -0.46 0.119
N 3.090 -12.853 31.556 1.27 1.91 0.34 0.147
C 2.421 -14.013 31.399 -0.54 0.85 0.29 -0.720
N 2.382 -14.337 30.088 -0.10 -1.00 -0.94 0.139
O 1.849 -14.607 32.286 0.03 -0.74 0.33 0.026
H 3.256 -12.357 32.420 -0.43 -0.71 0.15 0.116
H 3.573 -12.430 30.776 -0.11 -0.29 0.18 0.095
H 2.630 -13.635 29.406 -0.23 -0.64 -0.06 0.100
H 1.944 -15.215 29.848 0.05 0.49 -0.24 0.103
N -3.895 -25.118 24.828 -0.43 3.25 -1.29 0.162
C -3.651 -26.273 25.390 -1.06 -3.35 -0.37 -0.794
N -2.784 -26.294 26.374 2.91 1.89 3.09 0.165
O -4.243 -27.276 25.059 -0.78 -1.31 -0.77 0.026
H -4.610 -25.129 24.115 0.31 0.10 0.12 0.119
H -3.195 -24.390 24.821 -0.31 -0.08 -0.11 0.108
H -2.570 -25.392 26.775 0.24 -0.14 0.01 0.098
H -2.222 -27.033 26.773 -0.83 -0.35 -0.70 0.117
N -3.307 -17.734 31.449 2.91 -6.63 1.57 0.176
C -3.760 -16.639 31.014 -2.27 2.27 -1.64 -0.843
N -3.719 -15.619 31.831 0.48 2.31 1.51 0.170
O -4.350 -16.615 29.960 -1.09 0.59 -2.24 0.025
H -3.456 -18.490 30.796 0.29 -0.03 0.17 0.126
H -2.652 -17.932 32.191 -0.27 0.47 -0.02 0.118
H -3.088 -15.694 32.615 -0.58 0.83 0.06 0.113
H -4.326 -14.855 31.570 0.64 0.19 0.50 0.122
N 2.655 -15.740 36.438 -3.08 -4.10 -2.94 0.179
C 3.267 -14.739 36.887 3.24 5.37 0.91 -0.805
N 3.684 -14.925 38.137 0.49 -0.14 1.77 0.150
O 3.523 -13.717 36.245 -0.32 0.01 0.00 0.002
H 2.333 -16.432 37.100 -0.41 -0.13 -0.99 0.123
H 2.323 -15.543 35.505 -0.49 -0.99 -0.01 0.133
H 4.018 -14.129 38.663 0.06 -0.67 0.08 0.116
H 3.557 -15.881 38.437 0.57 0.68 1.09 0.100
N 2.616 -22.026 37.890 2.15 -1.56 2.35 0.156
C 2.722 -21.007 37.082 2.65 2.92 -0.90 -0.751
N 1.605 -20.823 36.421 -1.58 1.13 -1.68 0.152
O 3.736 -20.258 36.944 -1.99 -1.82 0.68 -0.020
H 3.497 -22.051 38.383 -0.45 -1.21 0.74 0.123
H 1.816 -22.635 37.985 0.60 0.20 0.25 0.117
H 1.017 -21.645 36.431 -0.40 0.71 -0.99 0.105
H 1.794 -20.200 35.650 -1.01 -0.33 -0.47 0.119
```
Positions in Å, forces in eV/Å.

Values from the calculation:
SMILES string: Oc1ccc(O)cc1.Oc1ccc(O)cc1.Oc1ccc(O)cc1.NC(N)=O.NC(N)=O.NC(N)=O.NC(N)=O.NC(N)=O
E_HOMO in eV: -7.91
Orbital gap in hartree: 0.292

---

Entry 3:
Computed, not measured: a cluster of 5 separate species, C23H38NO15P in total in a non-equilibrium geometry, with ωB97M-V/def2-TZVPD.

```
78
Properties=species:S:1:pos:R:3:forces:R:3:lowdin_charge:R:1
C 0.252 -3.901 2.734 -0.52 -1.16 1.35 -0.182
C -0.826 -3.309 1.673 -0.22 -0.40 1.65 -0.439
P -0.190 -2.128 0.339 0.03 0.92 -0.78 0.936
C 1.700 -2.124 0.116 1.61 0.00 -0.92 -0.325
C -0.591 -0.348 1.022 -0.91 0.68 1.95 -0.380
O -0.338 0.803 0.111 1.28 2.30 0.40 -0.104
C 0.410 1.961 0.661 0.22 3.02 0.00 -0.146
O 0.501 3.217 0.211 -1.46 -9.29 3.00 -0.027
C 1.135 1.290 1.971 0.55 -0.05 -1.40 -0.228
N 1.748 2.190 3.030 0.05 -1.58 -0.55 0.023
C 0.076 0.125 2.435 1.64 1.82 0.92 -0.243
O 0.876 -0.795 3.250 0.12 0.22 -1.04 -0.109
H 1.358 -3.980 2.373 -2.13 0.36 0.52 0.054
H -0.089 -5.017 2.986 0.79 2.38 -0.56 0.087
H 0.211 -3.335 3.783 0.24 -1.05 -2.55 0.083
H -1.366 -4.230 1.150 1.19 2.23 0.90 0.081
H -1.652 -2.720 2.301 1.72 -1.34 -1.53 0.084
H 2.177 -1.050 0.273 -1.05 -2.26 -0.14 0.044
H 1.898 -2.377 -1.035 -0.50 0.53 2.55 0.054
H 2.295 -2.925 0.722 -1.13 1.59 -0.92 0.037
H -1.777 -0.376 1.090 2.45 0.07 0.13 0.133
H 2.096 0.786 1.496 -2.27 0.32 0.42 0.149
H 2.774 2.256 2.771 -1.77 0.04 0.74 0.096
H 1.684 1.654 3.935 0.21 0.82 -1.20 0.083
H -0.688 0.561 3.239 1.35 -0.83 -2.08 0.179
H 1.857 -0.739 3.057 -1.85 0.03 -0.13 0.113
C 1.352 4.618 -1.688 0.55 0.35 0.18 -0.042
C 2.470 5.297 -2.453 -1.47 0.05 0.54 -0.344
C 2.349 5.158 -3.940 -0.72 0.30 -0.44 -0.117
O 3.695 5.240 -4.370 0.98 -0.30 0.45 0.052
C 4.463 4.799 -3.327 2.10 -0.45 0.17 -0.496
O 5.652 4.546 -3.404 -2.54 0.64 0.28 0.121
O 3.717 4.677 -2.186 1.06 0.02 -1.01 0.092
H 1.388 4.911 -0.633 0.01 0.00 -0.46 0.079
H 0.370 4.892 -2.085 0.14 0.00 0.00 0.100
H 1.457 3.528 -1.712 0.04 0.38 -0.30 0.085
H 2.541 6.353 -2.156 0.07 -0.11 -0.16 0.162
H 1.753 5.962 -4.384 0.24 -0.14 -0.03 0.143
H 1.941 4.191 -4.255 -0.03 0.05 0.18 0.144
C 6.090 3.152 -5.942 0.54 -0.06 0.34 -0.029
C 6.887 2.735 -7.162 -0.69 0.94 0.86 -0.349
C 6.044 2.510 -8.381 -0.47 0.59 -0.39 -0.122
O 6.801 1.563 -9.111 0.63 -0.72 0.34 0.060
C 7.539 0.866 -8.194 1.27 -1.99 -0.34 -0.506
O 8.158 -0.154 -8.438 -1.35 2.20 0.49 0.132
O 7.489 1.467 -6.966 0.24 -0.76 -1.06 0.086
H 6.768 3.483 -5.148 -0.28 -0.02 -0.23 0.077
H 5.407 3.975 -6.172 0.15 -0.07 0.00 0.087
H 5.518 2.313 -5.534 0.00 0.06 -0.25 0.100
H 7.683 3.467 -7.359 -0.12 -0.13 -0.08 0.163
H 5.906 3.425 -8.963 0.06 -0.26 -0.02 0.142
H 5.064 2.074 -8.156 0.09 0.09 0.14 0.142
C -7.005 -4.058 -0.135 -0.25 0.51 0.11 -0.019
C -5.523 -4.058 0.182 -1.07 0.03 -0.96 -0.350
C -4.925 -5.430 0.259 -0.05 -0.64 -0.72 -0.112
O -3.841 -5.247 1.150 0.11 0.81 0.90 0.055
C -4.176 -4.195 1.957 0.92 0.52 1.73 -0.496
O -3.571 -3.880 2.966 -1.31 -0.77 -2.10 0.105
O -5.282 -3.545 1.482 1.14 -0.36 0.73 0.086
H -7.339 -3.041 -0.364 0.03 -0.20 -0.02 0.088
H -7.230 -4.693 -0.997 0.12 0.07 0.09 0.092
H -7.596 -4.395 0.723 0.22 -0.13 -0.11 0.096
H -4.984 -3.429 -0.541 0.02 -0.16 0.13 0.164
H -4.569 -5.781 -0.715 0.08 0.03 0.27 0.147
H -5.605 -6.177 0.685 -0.06 0.16 -0.06 0.145
C -4.415 -1.527 4.604 -0.40 0.17 -0.29 -0.032
C -4.741 -0.612 5.767 0.75 -0.37 -1.15 -0.352
C -4.078 -1.013 7.050 0.86 -0.08 0.14 -0.120
O -4.968 -0.511 8.029 -1.01 0.14 -0.10 0.062
C -6.205 -0.475 7.447 -2.15 0.40 1.16 -0.504
O -7.246 -0.283 8.050 2.30 -0.42 -1.31 0.135
O -6.118 -0.684 6.098 -0.33 0.25 1.16 0.086
H -4.767 -1.082 3.667 0.11 -0.10 0.10 0.088
H -3.337 -1.696 4.517 -0.15 0.01 0.07 0.083
H -4.923 -2.493 4.701 0.24 0.17 0.16 0.090
H -4.504 0.428 5.505 -0.02 -0.09 0.17 0.160
H -3.087 -0.563 7.162 -0.23 -0.05 0.14 0.142
H -3.997 -2.099 7.177 -0.02 0.07 -0.19 0.145
```
Positions in Å, forces in eV/Å.

Values from the calculation:
SMILES string: CCP(C)[C@@H]1OC(=O)[C@@H](N)[C@@H]1O.C[C@@H]1COC(=O)O1.C[C@@H]1COC(=O)O1.C[C@@H]1COC(=O)O1.C[C@@H]1COC(=O)O1
E_HOMO in eV: -8.67
Orbital gap in hartree: 0.320